No. 1
A structure of composition C5H7N3 in a non-equilibrium geometry, computed with wB97M-V/def2-TZVPD.

Each line ends with the Mulliken charge.
Geometry (Å):
H -3.51 -0.94 -0.49  0.348
C -0.81 0.82 0.01  0.343
N -1.23 -1.45 -0.10  -0.769
H 2.10 -1.22 1.38  0.228
H 2.93 0.09 0.00  0.350
C -0.40 -0.45 -0.27  0.429
C 0.64 1.20 -0.02  -0.426
H 1.10 1.35 0.90  0.313
N 1.01 -0.24 -0.41  -0.033
N -2.32 -0.74 0.18  -0.012
C 2.17 -0.76 0.18  -0.798
C -2.22 0.63 0.03  -0.666
H 1.07 2.13 -0.66  0.187
H 2.73 -1.67 -0.66  0.262
H -3.25 1.25 -0.06  0.242

2S+1   1
E_HOMO   -0.311 Eh
Energy relative to the best compared isomer or geometry (same formula, charge and spin)   183.22 kcal per mole
Orbital gap   8.8 eV
E   -9761.4424 eV

=====

No. 2
A cluster of 5 separate species, C4H14O4 in total in a non-equilibrium geometry, computed with wB97M-V/def2-TZVPD.

Each line ends with the Mulliken charge.
Geometry (Å):
H 1.85 -1.88 0.46  0.264
H 0.38 2.19 -2.67  0.159
O 1.66 0.22 0.92  -0.426
C 1.83 -1.25 1.41  -0.240
H 0.91 0.62 1.45  0.360
H 0.88 -1.54 3.39  0.263
C 0.72 -1.61 2.25  -0.301
O 0.52 -1.05 -1.94  -0.655
H 2.85 -1.30 1.73  0.333
H -0.47 3.06 1.03  0.273
O 0.08 1.67 -1.95  -0.810
C -2.42 0.06 -0.87  -0.511
O -0.54 2.20 0.59  -0.677
C -2.23 -0.97 -0.06  -0.261
H -2.88 -1.67 0.09  0.481
H -3.01 -0.01 -1.69  0.344
H -1.33 -0.87 0.73  -0.133
H 0.41 0.00 -1.90  0.475
H 0.21 -2.43 1.88  0.342
H 0.68 -1.00 -0.94  0.178
H -1.70 0.87 -0.86  0.157
H 0.05 2.23 -0.23  0.384

2S+1   1
E_HOMO   -0.301 Eh
Energy relative to the best compared isomer or geometry (same formula, charge and spin)   227.10 kcal per mole
Orbital gap   3.0 eV
E   -12555.1802 eV

=====

No. 3
A structure of composition C25H24LaN10O6S in a non-equilibrium geometry, computed with wB97M-V/def2-TZVPD.

Each line ends with the Mulliken charge.
Geometry (Å):
H -0.39 3.34 -5.77  0.447
H -1.96 4.00 2.72  0.392
H -1.00 5.45 2.31  0.335
H -2.83 1.57 -3.05  0.486
H 5.00 -4.55 -1.88  0.246
C -1.98 0.41 4.18  0.240
C -0.77 3.39 -3.67  -0.846
H -0.20 3.89 2.50  0.285
C -2.37 -2.35 -0.87  -0.272
N -1.28 4.09 0.75  0.151
H 1.28 1.47 -5.56  0.460
H 2.47 -0.06 1.63  0.193
C -0.46 3.36 -0.02  0.090
C -4.42 0.26 -2.32  -1.045
H -3.21 5.04 0.47  0.472
O 0.13 -0.80 4.57  -0.599
C -2.98 -1.18 -1.49  0.162
N 4.49 -3.86 -1.36  -0.401
C -2.27 4.03 -1.22  -0.247
O 2.65 0.09 0.69  -0.055
H -5.38 0.69 -2.57  0.432
C -2.41 4.49 0.02  -0.995
O -1.65 0.91 0.56  -0.472
C -0.17 2.90 -4.81  -0.531
O 0.30 -0.84 1.57  -0.809
H 3.66 1.89 0.97  0.304
C 2.65 -2.30 -1.26  -0.463
C 3.81 0.92 0.51  -0.860
N -2.94 -3.54 -0.60  -0.062
H 0.34 -1.75 -3.49  0.516
C -0.59 -0.22 2.34  0.677
N -2.25 -0.22 -2.01  0.091
H 1.64 -3.53 -4.65  0.369
C 1.94 -3.17 -3.67  -0.542
H -1.44 4.24 -3.72  0.535
C -0.48 2.80 -2.45  -0.104
C 1.22 -2.19 -3.04  -0.653
H 3.96 1.05 -0.56  0.277
H -5.06 -1.48 -1.30  0.185
C 0.75 1.86 -4.70  -1.090
H -2.17 -5.39 0.22  0.417
H 4.84 -3.56 -0.47  0.192
C -1.54 0.64 1.84  0.828
N -1.06 3.32 -1.26  0.868
O -2.62 0.30 5.17  -0.513
H 0.16 -3.92 0.25  0.488
La 0.09 -0.03 -0.43  2.127
C 0.98 1.35 -3.44  -0.318
H 4.69 0.44 0.94  0.287
H 2.93 -1.96 -0.27  0.387
C -1.96 -4.38 -0.09  -0.833
C -1.10 4.38 2.17  -0.964
N 1.59 -1.75 -1.83  0.602
N 0.35 1.78 -2.34  0.397
C -0.67 -0.32 3.82  0.210
H -3.91 -3.80 -0.73  0.176
C 3.39 -3.30 -1.93  0.404
S 1.01 2.68 0.46  -0.504
C -2.36 1.21 2.92  -0.050
N -4.30 -0.94 -1.66  -0.066
H 1.72 0.57 -3.29  0.599
C -0.83 -3.64 -0.09  -0.575
H -2.94 4.09 -2.06  0.454
O -3.10 2.16 2.86  -0.679
N -1.10 -2.37 -0.58  0.589
N 3.03 -3.73 -3.13  -0.616
C -3.15 0.68 -2.54  -0.208

2S+1   1
E_HOMO   -0.369 Eh
Energy relative to the best compared isomer or geometry (same formula, charge and spin)   22.23 kcal per mole
Orbital gap   7.5 eV
E   -65194.2899 eV
Charge   +1

=====

No. 4
The ion C5H7N2 with charge +1 in a non-equilibrium geometry, computed with wB97M-V/def2-TZVPD.

Each line ends with the Mulliken charge.
Geometry (Å):
N -0.05 0.93 -1.37  -0.555
H 2.16 -1.88 0.50  0.384
H 2.46 -0.43 1.14  0.382
H -1.62 -0.83 1.08  0.351
C 1.64 -1.11 1.12  -1.342
C 0.97 0.35 -0.74  -0.182
H 1.36 -1.48 2.11  0.334
H 1.98 0.33 -1.00  0.459
N -2.24 1.27 -0.96  -0.292
H -2.18 1.76 -1.90  0.326
C -1.11 0.70 -0.65  0.686
H -3.11 1.23 -0.39  0.305
C 0.52 -0.56 0.44  0.842
C -0.78 -0.27 0.63  -0.699

2S+1   1
E_HOMO   -0.538 Eh
Energy relative to the best compared isomer or geometry (same formula, charge and spin)   69.35 kcal per mole
SMILES string   CC1=CC(=[NH2+])N=C1
Orbital gap   8.3 eV
E   -8269.7699 eV
Charge   +1

=====

No. 5
An isolated molecule of C3H5N3 in a non-equilibrium geometry, computed with wB97M-V/def2-TZVPD.

Each line ends with the Mulliken charge.
Geometry (Å):
C -1.34 -0.80 -0.52  0.087
N 0.46 0.45 0.47  -0.277
N -1.80 -1.76 -0.97  -0.355
H 2.10 -0.13 -0.76  0.264
H 0.73 1.37 0.77  0.255
H -2.50 1.37 -0.15  0.245
C -0.83 0.46 0.02  0.659
H 1.09 -1.46 -0.13  0.309
H 2.19 -0.60 0.96  0.265
N -1.54 1.52 0.13  -0.683
C 1.52 -0.48 0.11  -0.769

2S+1   1
E_HOMO   -0.352 Eh
Energy relative to the best compared isomer or geometry (same formula, charge and spin)   20.22 kcal per mole
SMILES string   [H]/N=C(\C#N)NC
Orbital gap   10.3 eV
E   -7661.5788 eV

=====

No. 6
A cluster of 3 separate species, H3OP in total in a non-equilibrium geometry, computed with wB97M-V/def2-TZVPD.

Each line ends with the Mulliken charge.
Geometry (Å):
H -1.10 1.31 0.73  0.140
O 0.81 -0.13 1.37  -0.321
H 0.49 -0.96 -2.35  0.092
H 0.00 -0.99 -1.62  -0.089
P -0.20 0.78 1.87  0.178

2S+1   3
E_HOMO (alpha / beta)   -0.290 / -0.472 Eh
Energy relative to the best compared isomer or geometry (same formula, charge and spin)   5.58 kcal per mole
Orbital gap (alpha / beta)   9.0 / 10.0 eV
E   -11380.7873 eV